Entry from OMol25: a cluster of 5 separate species, C3H15NO4 in total at a distorted geometry (ωB97M-V with the def2-TZVPD basis set).

ORCA input file:
```
! wB97M-V def2-TZVPD RIJCOSX def2/J DEFGRID3
* xyz 0 1
C -2.221 0.259 1.016
C -1.389 0.500 2.036
C -1.916 0.871 3.390
N -0.012 0.281 1.977
H -1.864 0.135 -0.003
H -3.297 0.257 1.104
H -2.904 0.410 3.506
H -2.174 1.932 3.428
H -1.365 0.538 4.265
H 0.515 1.016 2.435
H 0.376 0.111 1.058
O 0.688 1.037 -5.357
H 1.443 1.062 -5.955
H 1.075 0.523 -4.636
O 2.753 0.086 0.055
H 3.587 0.438 -0.293
H 2.584 -0.596 -0.612
O 1.575 -0.707 -2.535
H 1.044 -0.986 -1.764
H 1.714 -1.568 -2.956
O 0.174 -1.816 -0.376
H -0.655 -1.354 -0.156
H 0.269 -2.429 0.370
*
```

Summary:
F_max: 1.44 eV/Å
structure (SMILES): C=C(C)N.O.O.O.O
relative energy (zero: lowest compared OMol25 entry of this formula, charge and spin): 89.9 kJ/mol
LUMO: 0.51 eV
E_tot: -478.9945 Eh
Kohn-Sham gap: 0.3298 Ha


Entry from OMol25: a cluster of 4 separate species, C3H15NO4 in total at a distorted geometry (ωB97M-V with the def2-TZVPD basis set).

ORCA input file:
```
! wB97M-V def2-TZVPD RIJCOSX def2/J DEFGRID3
* xyz 0 1
C -0.615 1.767 -0.649
C -0.593 0.242 -0.517
O 0.219 -0.257 0.510
C -0.315 -0.363 -1.908
N 0.038 -1.769 -1.816
H -1.578 2.106 -1.019
H -0.320 2.400 0.198
H 0.218 2.051 -1.296
H -1.607 -0.064 -0.183
H 0.782 -0.957 0.209
H -1.206 -0.266 -2.523
H 0.547 0.212 -2.260
H 0.935 -2.020 -2.204
H -0.645 -2.384 -2.208
O 1.784 1.821 2.701
H 1.509 1.679 1.803
H 1.319 1.258 3.311
O -5.499 -1.843 4.244
H -4.940 -1.175 3.836
H -5.488 -1.448 5.136
O 4.833 -0.304 -2.055
H 5.756 -0.048 -2.154
H 4.865 -0.638 -1.154
*
```

Summary:
F_max: 2.06 eV/Å
structure (SMILES): C[C@H](O)CN.O.O.O
relative energy (zero: lowest compared OMol25 entry of this formula, charge and spin): 136.0 kJ/mol
LUMO: 0.59 eV
E_tot: -478.9770 Eh
Kohn-Sham gap: 0.3725 Ha


Entry from OMol25: a cluster of 4 separate species, C3H15NO4 in total at a distorted geometry (ωB97M-V with the def2-TZVPD basis set).

ORCA input file:
```
! wB97M-V def2-TZVPD RIJCOSX def2/J DEFGRID3
* xyz 0 1
N 0.435 -0.434 0.748
C -0.149 0.928 0.893
C 0.208 1.519 2.246
C -0.382 2.872 2.711
O -1.233 3.448 1.757
H 1.394 -0.658 0.532
H -0.136 -0.953 0.078
H 0.222 1.612 0.064
H -1.218 0.782 0.801
H 1.311 1.407 2.382
H 0.008 0.798 3.045
H 0.479 3.524 2.953
H -1.134 2.621 3.566
H -1.656 2.790 1.194
O -1.090 -2.902 -2.118
H -1.652 -2.302 -2.620
H -1.665 -3.557 -1.715
O -2.969 -4.018 -4.556
H -2.357 -4.072 -3.816
H -2.823 -4.808 -5.083
O 5.082 0.218 -0.754
H 4.948 0.290 -1.710
H 4.377 0.895 -0.599
*
```

Summary:
F_max: 2.32 eV/Å
structure (SMILES): NCCCO.O.O.O
relative energy (zero: lowest compared OMol25 entry of this formula, charge and spin): 214.4 kJ/mol
LUMO: 0.43 eV
E_tot: -478.9471 Eh
Kohn-Sham gap: 0.3520 Ha


Entry from OMol25: a cluster of 5 separate species, C3H15O4S in total at a distorted geometry (ωB97M-V with the def2-TZVPD basis set).

ORCA input file:
```
! wB97M-V def2-TZVPD RIJCOSX def2/J DEFGRID3
* xyz -1 1
C 0.290 -0.861 -2.193
C 1.349 -0.462 -1.186
C 1.629 -1.395 0.039
S 0.360 -1.234 1.366
H -0.571 -0.138 -2.190
H -0.086 -1.845 -1.999
H 0.604 -0.867 -3.239
H 2.315 -0.327 -1.710
H 1.100 0.522 -0.722
H 2.591 -1.087 0.484
H 1.481 -2.346 -0.468
H -2.478 -1.665 -1.140
H -1.533 -2.082 -0.224
O -1.740 -2.298 -1.162
H -1.398 1.168 -0.338
H -1.597 2.400 0.405
O -1.669 2.087 -0.505
H -0.551 2.700 2.452
H -1.577 1.525 2.449
O -1.505 2.484 2.522
H 1.311 1.060 1.797
H 0.669 0.969 3.059
O 1.007 1.691 2.503
*
```

Summary:
F_max: 2.63 eV/Å
relative energy (zero: lowest compared OMol25 entry of this formula, charge and spin): 140.7 kJ/mol
LUMO: 3.54 eV
E_tot: -822.4740 Eh
Kohn-Sham gap: 0.2622 Ha


Entry from OMol25: a cluster of 5 separate species, C3H15O5S2 in total at a distorted geometry (ωB97M-V with the def2-TZVPD basis set).

ORCA input file:
```
! wB97M-V def2-TZVPD RIJCOSX def2/J DEFGRID3
* xyz -1 1
C 0.639 -0.122 -0.860
C 0.372 -1.332 -1.737
O -0.913 -1.736 -1.712
C 2.212 0.446 -1.041
S 2.435 1.861 -0.026
S 0.965 3.178 -0.128
H 0.574 -0.306 0.166
H -0.040 0.671 -1.018
H 0.818 -1.085 -2.784
H 0.870 -2.321 -1.417
H 2.169 0.527 -2.097
H 2.792 -0.373 -0.876
H -2.851 1.402 -0.578
H 0.396 -2.531 0.788
H -1.092 -2.463 0.295
O -0.450 -2.618 1.000
H -1.526 1.987 0.030
H -0.293 1.562 2.730
O -2.168 1.183 -0.007
H -2.302 0.389 2.113
H -1.034 -0.127 1.837
O -1.621 -0.068 2.606
H -1.592 -1.288 -2.319
H 1.020 1.933 2.195
O 0.619 1.231 2.841
*
```

Summary:
F_max: 6.64 eV/Å
relative energy (zero: lowest compared OMol25 entry of this formula, charge and spin): 137.1 kJ/mol
LUMO: 2.75 eV
E_tot: -1295.8624 Eh
Kohn-Sham gap: 0.2043 Ha


Entry from OMol25: a cluster of 5 separate species, C3H16N6O5 in total at a distorted geometry (ωB97M-V with the def2-TZVPD basis set).

ORCA input file:
```
! wB97M-V def2-TZVPD RIJCOSX def2/J DEFGRID3
* xyz 1 2
C 19.861 -26.305 -5.606
O 19.089 -25.794 -6.382
N 19.419 -26.961 -4.692
N 21.186 -26.390 -5.776
H 20.010 -27.590 -4.166
H 18.422 -26.952 -4.531
H 21.592 -27.215 -5.357
H 21.638 -26.044 -6.610
C 25.283 -25.212 -1.552
O 26.520 -25.481 -1.804
N 24.314 -25.563 -2.287
N 24.918 -24.616 -0.427
H 24.629 -25.886 -3.191
H 23.363 -25.508 -1.952
H 25.515 -24.639 0.387
H 23.926 -24.432 -0.393
C 22.258 -29.119 -2.855
O 21.471 -28.619 -3.657
N 22.756 -30.362 -3.033
N 22.500 -28.632 -1.723
H 23.358 -30.875 -2.406
H 22.415 -30.720 -3.913
H 22.211 -27.683 -1.534
H 23.226 -29.079 -1.182
O 19.530 -23.539 -2.129
H 19.232 -22.630 -2.118
H 18.724 -24.056 -2.135
O 21.538 -25.899 -2.015
H 20.731 -25.592 -1.602
H 21.242 -26.437 -2.749
*
```

Summary:
F_max: 8.99 eV/Å
relative energy (zero: lowest compared OMol25 entry of this formula, charge and spin): 0.0 kJ/mol
LUMO (alpha / beta): -3.10 / -8.91 eV
E_tot: -828.3725 Eh
Kohn-Sham gap (alpha / beta): 0.2976 / 0.0844 Ha


Entry from OMol25: a cluster of 4 separate species, C3H16NO3S in total at a distorted geometry (ωB97M-V with the def2-TZVPD basis set).

ORCA input file:
```
! wB97M-V def2-TZVPD RIJCOSX def2/J DEFGRID3
* xyz 1 1
C 1.106 0.584 -0.239
C 1.375 1.985 0.188
C 0.893 2.257 1.586
S -0.740 1.678 2.088
N -0.290 0.299 -0.747
H 1.890 0.089 -1.021
H 1.058 -0.238 0.659
H 0.836 2.761 -0.383
H 2.497 2.148 0.160
H 1.114 3.392 1.670
H 1.604 1.889 2.295
H -1.557 2.460 1.268
H -0.711 -0.452 -0.144
H -0.815 1.234 -0.834
H -0.184 -0.073 -1.638
H -0.711 -2.825 1.052
H -0.496 -3.346 -0.545
O -0.516 -2.566 0.107
H 0.165 -1.206 -4.161
H -0.264 0.267 -4.231
O -0.070 -0.319 -3.541
H -2.640 -2.905 2.083
H -1.786 -4.016 2.173
O -1.758 -3.097 2.155
*
```

Summary:
F_max: 5.58 eV/Å
relative energy (zero: lowest compared OMol25 entry of this formula, charge and spin): 218.3 kJ/mol
LUMO: -2.76 eV
E_tot: -802.2678 Eh
Kohn-Sham gap: 0.3659 Ha


Entry from OMol25: a cluster of 5 separate species, C3H16NO5S in total (ωB97M-V with the def2-TZVPD basis set).

ORCA input file:
```
! wB97M-V def2-TZVPD RIJCOSX def2/J DEFGRID3
* xyz -1 1
C 0.248 -0.221 0.699
C 1.075 -1.474 0.515
S 2.856 -1.140 0.596
N -1.179 -0.535 0.634
C -2.009 0.687 0.602
O -2.049 1.324 -0.628
H 0.531 0.520 -0.046
H 0.459 0.211 1.679
H 0.850 -2.190 1.296
H 0.836 -1.939 -0.439
H 2.845 -0.119 -0.278
H -1.373 -1.001 -0.252
H -1.614 1.351 1.382
H -3.011 0.370 0.900
H -3.302 -0.606 -2.397
H -2.211 0.289 -1.767
O -2.361 -0.439 -2.465
H 2.576 1.640 -2.238
H 1.494 2.235 -1.313
O 2.452 1.961 -1.338
H -0.403 2.750 -2.311
H -0.947 2.060 -0.979
O -0.145 2.668 -1.388
H -1.011 -1.779 3.470
H -1.499 -1.777 2.008
O -1.517 -2.324 2.835
*
```

Summary:
F_max: 0.86 eV/Å
relative energy (zero: lowest compared OMol25 entry of this formula, charge and spin): 2.0 kJ/mol
LUMO: 3.20 eV
E_tot: -953.1148 Eh
Kohn-Sham gap: 0.3110 Ha


Entry from OMol25: a cluster of 5 separate species, C3H16O4 in total at a distorted geometry (ωB97M-V with the def2-TZVPD basis set).

ORCA input file:
```
! wB97M-V def2-TZVPD RIJCOSX def2/J DEFGRID3
* xyz 0 1
C -2.083 1.619 1.845
C -1.601 0.533 0.797
C -2.419 -0.728 0.750
H -3.049 1.901 1.448
H -1.343 2.429 1.800
H -2.155 1.264 2.886
H -0.557 0.193 1.021
H -1.468 1.130 -0.144
H -2.115 -1.596 1.404
H -3.493 -0.495 0.963
H -2.513 -1.157 -0.259
O -0.099 -2.710 -1.501
H 0.208 -1.794 -1.645
H 0.409 -3.081 -0.776
O 1.162 -1.640 1.325
H 0.858 -1.884 2.216
H 1.873 -2.292 1.233
O 3.164 0.429 -1.468
H 2.854 0.139 -0.612
H 2.566 0.768 -2.137
O 1.151 2.705 -1.530
H 0.316 3.092 -1.805
H 1.188 2.661 -0.573
*
```

Summary:
F_max: 2.38 eV/Å
structure (SMILES): CCC.O.O.O.O
relative energy (zero: lowest compared OMol25 entry of this formula, charge and spin): 106.3 kJ/mol
LUMO: 0.20 eV
E_tot: -424.8163 Eh
Kohn-Sham gap: 0.4161 Ha


Entry from OMol25: a cluster of 2 separate species, C3H17N9 in total at a distorted geometry (ωB97M-V with the def2-TZVPD basis set).

ORCA input file:
```
! wB97M-V def2-TZVPD RIJCOSX def2/J DEFGRID3
* xyz 2 1
C 0.390 1.088 -0.684
C 0.469 -2.698 0.446
C 0.972 -0.409 1.141
N -0.824 0.946 -0.848
N 1.335 0.559 0.157
N 1.320 -1.734 0.695
N -3.830 2.503 -0.545
N 0.823 -3.913 0.164
N -0.347 -0.307 1.511
N -1.600 1.740 -1.709
N 2.713 0.901 0.052
N 2.669 -2.062 0.762
H 0.752 1.909 -1.219
H -0.637 -2.464 0.321
H 1.776 -0.280 2.027
H -4.750 2.607 -1.165
H -3.706 3.381 0.016
H 1.832 -3.906 -0.011
H 0.353 -4.724 -0.146
H -0.645 0.296 2.242
H -0.994 -0.368 0.714
H -1.186 2.563 -2.179
H -2.987 2.282 -1.190
H 2.747 1.322 -0.854
H 2.893 1.562 0.850
H -3.824 1.692 0.015
H 2.958 -2.466 1.579
H -1.882 1.264 -2.585
H 3.210 -1.286 0.443
*
```

Summary:
F_max: 4.78 eV/Å
relative energy (zero: lowest compared OMol25 entry of this formula, charge and spin): 4.9 kJ/mol
LUMO: -5.76 eV
E_tot: -616.6139 Eh
Kohn-Sham gap: 0.3525 Ha


Entry from OMol25: a cluster of 5 separate species, C3H17NO4 in total at a distorted geometry (ωB97M-V with the def2-TZVPD basis set).

ORCA input file:
```
! wB97M-V def2-TZVPD RIJCOSX def2/J DEFGRID3
* xyz 0 1
C 0.386 -0.708 -3.213
C 1.284 0.068 -2.051
N 2.336 -0.942 -1.638
C 1.838 -1.396 -0.307
H -0.103 0.125 -3.676
H -0.124 -1.629 -2.867
H 1.145 -1.137 -3.862
H 0.530 0.240 -1.231
H 1.758 0.966 -2.549
H 3.322 -0.425 -1.348
H 2.415 -0.779 0.507
H 0.656 -1.193 -0.268
H 1.834 -2.430 -0.165
O -1.755 2.567 0.778
H -2.444 3.020 1.173
H -0.850 2.736 1.003
O 1.242 -3.695 4.017
H 1.575 -4.574 4.352
H 1.912 -3.395 3.310
O -1.692 0.132 -0.079
H -2.078 0.589 0.719
H -2.544 -0.110 -0.520
O -3.568 3.783 2.337
H -3.481 3.460 3.204
H -3.594 4.725 2.372
*
```

Summary:
F_max: 3.90 eV/Å
structure (SMILES): CCNC.O.O.O.O
relative energy (zero: lowest compared OMol25 entry of this formula, charge and spin): 284.3 kJ/mol
LUMO: 0.44 eV
E_tot: -480.0988 Eh
Kohn-Sham gap: 0.3286 Ha


Entry from OMol25: a structure of composition C3H18F9O18S3Zn3 at a distorted geometry (ωB97M-V with the def2-TZVPD basis set).

ORCA input file:
```
! wB97M-V def2-TZVPD RIJCOSX def2/J DEFGRID3
* xyz 3 1
Zn -12.275 -10.358 -8.311
Zn -12.187 -16.156 -6.920
Zn -16.384 -14.354 -9.496
C -14.160 -18.477 -10.015
F -13.307 -17.883 -10.837
F -15.138 -19.034 -10.726
F -13.577 -19.430 -9.321
S -14.879 -17.304 -8.701
O -15.516 -16.122 -9.324
O -15.795 -18.080 -7.927
O -13.730 -16.896 -7.894
C -8.256 -14.287 -6.726
F -7.748 -15.450 -6.413
F -7.456 -13.293 -6.348
F -8.525 -14.219 -8.017
S -9.905 -13.980 -5.734
O -10.475 -12.788 -6.366
O -10.789 -15.162 -5.926
O -9.529 -13.828 -4.357
C -14.634 -12.586 -5.712
F -15.138 -13.520 -4.934
F -15.563 -11.675 -6.042
F -13.670 -11.894 -5.152
S -13.945 -13.259 -7.341
O -15.058 -13.679 -8.197
O -13.258 -12.106 -7.942
O -13.090 -14.362 -6.982
O -16.057 -16.255 -5.245
H -16.852 -15.722 -5.156
H -16.372 -17.170 -5.246
O -11.229 -15.712 -8.686
H -11.276 -14.969 -9.292
H -10.480 -16.239 -8.999
O -15.407 -14.037 -2.201
H -15.889 -13.351 -1.727
H -15.889 -14.149 -3.021
O -13.447 -10.139 -9.945
H -13.579 -10.602 -10.777
H -13.902 -9.290 -10.057
O -17.678 -14.812 -8.031
H -17.832 -15.652 -7.572
H -18.472 -14.283 -7.859
O -13.815 -9.532 -7.201
H -13.631 -9.275 -6.286
H -14.771 -9.436 -7.296
O -15.087 -13.802 -11.026
H -15.074 -12.947 -11.465
H -14.396 -14.320 -11.462
O -13.176 -16.618 -5.274
H -14.103 -16.562 -4.992
H -12.741 -17.126 -4.576
O -11.257 -10.652 -6.577
H -10.900 -10.169 -5.819
H -10.883 -11.569 -6.492
*
```

Summary:
F_max: 2.87 eV/Å
LUMO: -10.19 eV
E_tot: -8909.9332 Eh
Kohn-Sham gap: 0.2711 Ha


Copy entry 8 word for word.
Entry from OMol25: a cluster of 5 separate species, C3H16NO5S in total (ωB97M-V with the def2-TZVPD basis set).

ORCA input file:
```
! wB97M-V def2-TZVPD RIJCOSX def2/J DEFGRID3
* xyz -1 1
C 0.248 -0.221 0.699
C 1.075 -1.474 0.515
S 2.856 -1.140 0.596
N -1.179 -0.535 0.634
C -2.009 0.687 0.602
O -2.049 1.324 -0.628
H 0.531 0.520 -0.046
H 0.459 0.211 1.679
H 0.850 -2.190 1.296
H 0.836 -1.939 -0.439
H 2.845 -0.119 -0.278
H -1.373 -1.001 -0.252
H -1.614 1.351 1.382
H -3.011 0.370 0.900
H -3.302 -0.606 -2.397
H -2.211 0.289 -1.767
O -2.361 -0.439 -2.465
H 2.576 1.640 -2.238
H 1.494 2.235 -1.313
O 2.452 1.961 -1.338
H -0.403 2.750 -2.311
H -0.947 2.060 -0.979
O -0.145 2.668 -1.388
H -1.011 -1.779 3.470
H -1.499 -1.777 2.008
O -1.517 -2.324 2.835
*
```

Summary:
F_max: 0.86 eV/Å
relative energy (zero: lowest compared OMol25 entry of this formula, charge and spin): 2.0 kJ/mol
LUMO: 3.20 eV
E_tot: -953.1148 Eh
Kohn-Sham gap: 0.3110 Ha